No. 1
The following is a DFT calculation (ωB97M-V/def2-TZVPD) of a structure of composition C32H38BBr4N6O3RuS.

Geometry as XYZ:
```
86
Properties=species:S:1:pos:R:3:forces:R:3
Ru -0.065 -0.188 -0.033 0.0 0.1 0.2
C -2.308 0.719 3.679 0.0 0.0 0.0
C -0.832 0.318 3.593 -0.1 0.0 -0.1
C -0.165 0.378 4.967 0.0 0.0 0.0
C -0.682 -1.049 2.996 0.1 0.0 0.0
C -0.851 -2.265 3.669 0.0 0.0 0.0
C -0.548 -3.240 2.750 0.0 0.0 0.0
N -0.228 -2.652 1.594 0.1 0.1 -0.1
N -0.306 -1.302 1.734 -0.2 0.0 0.0
B 0.267 -3.283 0.282 0.0 0.0 0.0
N 1.605 -2.605 -0.077 -0.1 0.0 0.0
C 2.831 -3.123 -0.107 0.1 -0.1 0.0
C 3.745 -2.098 -0.235 0.0 -0.1 0.0
C 2.988 -0.927 -0.278 -0.1 0.0 0.0
N 1.685 -1.254 -0.203 0.0 0.0 0.1
C 3.506 0.476 -0.294 0.0 0.0 0.0
C 4.641 0.622 -1.308 0.0 0.0 0.0
C 3.969 0.872 1.112 0.0 0.0 0.0
N -0.780 -2.955 -0.792 0.1 0.0 0.0
C -1.514 -3.751 -1.569 0.0 0.0 0.0
C -2.406 -2.972 -2.277 0.0 -0.1 0.0
C -2.156 -1.660 -1.869 0.0 0.1 0.0
N -1.158 -1.671 -0.973 0.0 0.0 0.0
C -2.920 -0.432 -2.264 0.0 0.0 0.0
C -3.195 -0.421 -3.766 0.0 0.0 0.0
C -4.222 -0.367 -1.459 0.0 0.0 0.0
H -2.395 1.769 3.967 0.0 0.0 0.0
H -2.823 0.117 4.432 0.0 0.0 0.0
H -2.823 0.579 2.727 0.0 0.0 0.0
H -0.305 1.023 2.959 0.0 0.0 0.0
H -0.703 -0.241 5.689 0.0 0.0 0.0
H -0.161 1.407 5.326 0.0 0.0 0.0
H 0.871 0.044 4.919 0.0 0.0 0.0
H -1.144 -2.400 4.695 0.0 0.0 0.0
H -0.529 -4.314 2.835 0.0 0.0 0.0
H 0.408 -4.469 0.394 0.0 0.1 0.0
H 2.971 -4.188 -0.023 0.0 0.0 0.0
H 4.816 -2.181 -0.285 0.0 0.0 0.0
H 2.691 1.142 -0.566 0.0 0.0 -0.1
H 5.514 0.041 -1.001 0.0 0.0 0.0
H 4.942 1.667 -1.378 0.0 0.0 0.0
H 4.343 0.283 -2.301 0.0 0.0 0.0
H 4.744 0.185 1.464 0.0 0.0 0.0
H 3.143 0.868 1.822 0.0 0.0 0.0
H 4.379 1.882 1.103 0.0 0.0 0.0
H -1.354 -4.816 -1.558 0.0 0.0 0.0
H -3.143 -3.305 -2.986 0.0 0.0 0.0
H -2.337 0.454 -2.008 0.0 0.0 0.0
H -3.815 -1.271 -4.058 0.0 0.0 0.0
H -2.268 -0.461 -4.340 0.0 0.0 0.0
H -3.732 0.488 -4.038 0.0 0.0 0.0
H -4.847 -1.235 -1.680 0.0 0.0 0.0
H -4.778 0.536 -1.715 0.0 0.0 0.0
H -4.017 -0.343 -0.389 0.0 0.0 0.0
Br -3.169 5.699 1.846 -0.1 0.1 0.0
C -1.912 4.341 1.567 0.2 0.0 0.1
C -0.532 4.558 1.890 -0.4 0.0 -0.2
Br 0.014 6.231 2.603 0.0 0.0 0.0
C 0.400 3.590 1.716 0.1 0.0 0.2
Br 1.955 3.174 3.464 0.0 0.0 0.0
C -0.025 2.361 1.162 0.1 -0.1 0.0
O 0.799 1.413 0.866 -0.1 -0.1 0.0
C -1.415 2.101 0.851 0.0 -0.1 0.0
O -1.705 0.938 0.346 0.1 0.0 0.2
C -2.347 3.119 1.067 0.0 0.0 0.0
Br -4.141 2.736 0.648 0.0 0.0 0.0
C 3.909 5.563 -3.083 0.0 0.0 0.0
C 2.973 4.405 -2.871 0.0 0.0 0.0
C 3.064 3.255 -3.652 0.0 -0.1 0.0
C 2.225 2.174 -3.440 0.1 0.0 0.0
C 1.282 2.254 -2.424 -0.2 0.1 0.0
C 1.134 3.412 -1.661 0.1 0.0 0.0
C 1.992 4.470 -1.879 0.0 0.0 0.0
S 0.194 0.915 -2.160 0.5 -0.7 -0.1
C -1.765 2.866 -4.161 0.0 0.1 -0.1
O 0.512 -0.147 -3.159 -0.2 0.4 0.1
H 4.600 5.373 -3.902 0.0 0.0 0.0
H 4.491 5.754 -2.180 0.0 0.0 0.0
H 3.351 6.473 -3.308 0.0 0.0 0.0
H 3.812 3.202 -4.434 0.0 0.0 0.0
H 2.299 1.274 -4.035 0.0 0.0 0.0
H 0.374 3.488 -0.897 0.0 0.0 0.0
H 1.899 5.361 -1.270 0.0 0.0 0.0
H -0.992 2.393 -4.746 0.0 0.0 0.0
H -1.503 3.582 -3.397 0.0 0.0 0.0
H -2.800 2.723 -4.428 0.0 0.0 0.0
```
Positions in Å, forces in eV/Å.

Calculated values
Strongest force on any atom   0.89 eV/A
<S²>   8.80
HOMO-LUMO gap (alpha / beta)   6.05 / 5.18 eV
Relative energy (zero: lowest compared OMol25 entry of this formula, charge and spin)   233.24 kJ/mol
Spin multiplicity   6

=====

No. 2
The following is a DFT calculation (ωB97M-V/def2-TZVPD) of a structure of composition C31H33FNO5SSbSiZr.

Geometry as XYZ:
```
75
Properties=species:S:1:pos:R:3:forces:R:3
Zr 0.514 1.335 -1.142 0.2 -0.2 0.0
O -0.094 3.678 2.448 0.0 0.0 0.0
C -0.064 3.213 1.245 0.0 0.0 0.0
O 0.448 2.132 0.939 0.0 0.0 0.0
C -0.697 4.079 0.195 0.0 0.0 0.0
O -0.611 3.316 -0.995 0.0 0.1 0.1
C -1.038 3.955 -2.221 0.0 0.0 0.0
C -0.598 3.051 -3.370 0.0 0.1 0.0
O -0.938 3.260 -4.487 0.0 0.0 0.0
O 0.199 2.058 -2.962 0.0 0.0 0.0
H 0.260 3.031 3.089 0.0 0.0 0.0
H -0.147 5.022 0.110 0.0 0.0 0.0
H -1.735 4.295 0.462 0.0 0.0 0.0
H -0.562 4.933 -2.312 0.0 0.0 0.0
H -2.122 4.064 -2.221 0.0 0.0 0.0
C 2.653 3.741 -1.418 0.0 0.0 0.0
Si 3.573 2.169 -1.910 0.0 0.1 0.0
C 3.825 2.133 -3.739 0.0 0.0 -0.1
C 5.130 2.059 -0.913 0.0 0.0 0.0
N 2.450 0.867 -1.391 0.0 0.1 0.0
C 2.919 -0.431 -1.100 0.0 0.0 0.0
C 4.016 -1.064 -1.679 0.0 0.0 0.0
C 4.386 -2.335 -1.259 0.0 0.0 0.0
C 3.675 -3.003 -0.270 0.0 0.0 0.0
C 2.558 -2.409 0.306 0.0 0.0 0.0
C 2.235 -1.159 -0.144 0.0 0.0 -0.1
F 1.096 -0.496 0.355 0.0 0.0 0.1
H 3.321 4.587 -1.600 0.0 0.0 0.0
H 2.414 3.772 -0.350 0.0 0.0 0.0
H 1.763 3.939 -2.019 0.0 0.0 0.0
H 4.410 2.996 -4.063 0.0 0.0 0.0
H 2.870 2.155 -4.268 0.0 0.0 0.0
H 4.364 1.238 -4.056 0.0 0.0 0.0
H 5.751 2.936 -1.107 0.0 0.0 0.0
H 5.723 1.180 -1.165 0.0 0.0 0.0
H 4.921 2.029 0.158 0.0 0.0 0.0
H 4.575 -0.566 -2.459 0.0 0.0 0.0
H 5.243 -2.812 -1.713 0.0 0.0 0.0
H 3.980 -3.989 0.051 0.0 0.0 0.0
H 1.969 -2.909 1.064 0.0 0.0 0.0
S -1.382 -0.256 -1.591 -0.1 0.0 0.1
Sb -1.966 -1.380 0.381 0.0 0.1 0.0
C -0.897 -3.161 0.514 0.0 0.0 0.0
C -0.402 -3.742 -0.648 0.0 0.0 0.0
C 0.258 -4.960 -0.564 0.0 0.0 0.0
C 0.425 -5.576 0.669 0.0 0.0 0.0
C -0.071 -4.988 1.826 0.0 0.0 0.0
C -0.744 -3.776 1.755 0.0 0.0 0.0
C -4.026 -1.668 0.283 0.0 0.0 0.0
C -4.687 -2.009 1.461 0.0 0.0 0.0
C -6.050 -2.259 1.423 0.0 0.0 0.0
C -6.737 -2.168 0.218 0.0 0.0 0.0
C -6.070 -1.828 -0.950 0.0 0.0 0.0
C -4.706 -1.577 -0.927 0.0 0.0 0.0
C -1.646 -0.218 2.100 0.0 0.0 0.0
C -0.541 -0.418 2.920 0.0 0.1 0.0
C -0.392 0.356 4.066 0.0 0.0 0.0
C -1.342 1.318 4.386 0.0 0.0 0.0
C -2.444 1.519 3.560 0.0 0.0 0.0
C -2.602 0.748 2.416 0.0 0.0 0.0
H -0.523 -3.257 -1.610 0.0 0.0 0.0
H 0.641 -5.425 -1.462 0.0 0.0 0.0
H 0.940 -6.525 0.729 0.0 0.0 0.0
H 0.055 -5.476 2.783 0.0 0.0 0.0
H -1.142 -3.330 2.659 0.0 0.0 0.0
H -4.157 -2.078 2.405 0.0 0.0 0.0
H -6.575 -2.525 2.330 0.0 0.0 0.0
H -7.800 -2.365 0.192 0.0 0.0 0.0
H -6.611 -1.761 -1.884 0.0 0.0 0.0
H -4.187 -1.312 -1.840 0.0 0.0 0.0
H 0.199 -1.172 2.683 0.0 0.0 0.0
H 0.453 0.186 4.721 0.0 0.0 0.0
H -1.241 1.895 5.296 0.0 0.0 0.0
H -3.192 2.256 3.822 0.0 0.0 0.0
H -3.481 0.882 1.795 0.0 0.0 0.0
```
Positions in Å, forces in eV/Å.

Calculated values
Charge   +2
Strongest force on any atom   0.26 eV/A
HOMO-LUMO gap   7.72 eV
Relative energy (zero: lowest compared OMol25 entry of this formula, charge and spin)   0.14 kJ/mol
Spin multiplicity   1

=====

No. 3
The following is a DFT calculation (ωB97M-V/def2-TZVPD) of a structure of composition C8H11CoNPS at a distorted geometry.

Geometry as XYZ:
```
23
Properties=species:S:1:pos:R:3:forces:R:3
C 0.449 2.196 -0.328 -1.2 0.7 0.6
C 1.289 1.861 0.751 0.1 -0.4 0.8
C 0.460 1.432 1.855 0.4 0.1 -0.5
C -0.893 1.520 1.452 0.3 0.9 -0.4
C -0.922 2.060 0.118 0.4 -0.3 -0.2
Co 0.026 0.081 0.015 0.3 0.2 -0.3
P 0.995 -0.899 -1.809 -0.2 -0.1 0.1
H 0.743 2.621 -1.271 0.1 0.0 -0.1
H 2.378 1.937 0.785 -0.4 -0.1 -0.1
H 0.832 1.133 2.839 -0.2 0.0 -0.5
H -1.819 2.374 -0.438 0.6 -0.4 0.3
H -1.762 1.319 2.054 0.0 -0.1 0.1
H 1.553 -2.225 -1.659 -0.2 0.7 -0.3
H 2.080 -0.253 -2.423 0.2 -0.1 -0.6
H 0.158 -1.163 -2.960 0.7 0.0 0.2
S -0.818 -4.199 1.363 -0.4 -0.4 -0.4
C -1.441 -3.876 -0.282 -0.2 -0.9 0.3
C -1.135 -2.638 -0.692 1.8 2.2 2.7
N -0.387 -1.857 0.281 -2.2 -1.6 -1.8
C -0.176 -2.575 1.418 0.5 0.3 0.4
H -2.056 -4.578 -0.829 0.1 -0.1 0.2
H -1.424 -2.176 -1.627 0.0 0.0 0.1
H 0.356 -2.161 2.292 -0.5 -0.4 -0.7
```
Positions in Å, forces in eV/Å.

Calculated values
Charge   -1
Strongest force on any atom   3.96 eV/A
<S²>   3.79
HOMO-LUMO gap (alpha / beta)   3.92 / 6.54 eV
Relative energy (zero: lowest compared OMol25 entry of this formula, charge and spin)   0.00 kJ/mol
Spin multiplicity   4

=====

No. 4
The following is a DFT calculation (ωB97M-V/def2-TZVPD) of an isolated molecule of C4H3ClN2O at a distorted geometry.

Geometry as XYZ:
```
11
Properties=species:S:1:pos:R:3:forces:R:3
C -0.370 -1.156 -0.548 1.1 0.5 -0.5
C 0.392 -0.069 0.065 0.1 -1.0 -0.7
C -2.377 0.860 -0.047 -0.3 0.9 0.1
C 1.882 -0.263 0.031 2.4 2.1 -0.3
N -0.055 1.123 0.223 3.2 -0.2 0.7
N -1.322 1.343 0.224 -1.3 0.8 0.1
O -3.505 0.720 -0.212 -2.1 -0.9 -0.5
Cl -1.629 -1.881 0.197 -0.6 -0.4 0.7
H 2.390 0.552 0.704 -1.2 -1.4 -1.1
H 2.297 -0.005 -1.040 -0.9 -0.9 2.0
H 2.296 -1.222 0.402 -0.7 0.4 -0.5
```
Positions in Å, forces in eV/Å.

Calculated values
Strongest force on any atom   3.29 eV/A
HOMO-LUMO gap (alpha / beta)   7.40 / 7.30 eV
Relative energy (zero: lowest compared OMol25 entry of this formula, charge and spin)   537.35 kJ/mol
Spin multiplicity   1

=====

No. 5
The following is a DFT calculation (ωB97M-V/def2-TZVPD) of a cluster of 2 separate species, C3H4O2 in total.

Geometry as XYZ:
```
9
Properties=species:S:1:pos:R:3:forces:R:3
O 1.154 1.709 0.005 -0.3 0.0 0.1
C 0.196 1.072 0.582 0.4 0.2 -0.1
C 1.478 0.335 0.381 0.2 -0.3 0.0
O -0.786 -1.495 -0.815 -0.3 0.3 0.1
C -1.651 -0.752 -0.421 0.1 -0.1 -0.1
H 2.196 0.256 1.191 -0.1 0.0 -0.1
H 1.568 -0.343 -0.462 0.0 0.1 0.1
H -2.052 0.069 -1.045 0.1 -0.1 0.0
H -2.103 -0.850 0.584 0.1 0.0 -0.1
```
Positions in Å, forces in eV/Å.

Calculated values
Strongest force on any atom   0.45 eV/A
HOMO-LUMO gap   10.36 eV
Relative energy (zero: lowest compared OMol25 entry of this formula, charge and spin)   431.09 kJ/mol
Spin multiplicity   1

=====

No. 6
The following is a DFT calculation (ωB97M-V/def2-TZVPD) of a cluster of 2 separate species, C42H61BN5O4S in total at a distorted geometry.

Geometry as XYZ:
```
114
Properties=species:S:1:pos:R:3:forces:R:3
C -5.614 -2.738 3.237 0.3 0.3 0.0
C -5.558 -1.226 2.935 -0.5 -0.2 -0.2
C -6.564 -0.776 1.843 1.0 -0.2 -0.3
C -5.810 -0.449 0.551 -0.1 -0.1 0.2
C -4.933 0.804 0.679 -0.3 0.5 -0.1
C -5.046 1.794 -0.503 0.6 -0.6 -0.2
C -3.690 2.145 -1.122 -0.4 0.8 0.0
C -2.880 3.120 -0.243 0.3 -0.9 0.0
C -1.692 2.447 0.475 -0.2 1.0 0.0
C -0.561 3.434 0.813 0.1 -0.4 0.4
C 0.095 3.090 2.161 -0.1 -0.1 -1.0
C 1.090 1.899 2.057 -0.8 0.3 1.5
C 0.558 0.661 2.814 0.6 -0.2 -0.6
C -0.066 -0.390 1.891 -0.7 0.0 0.7
C -0.190 -1.765 2.574 0.3 0.1 0.0
C 0.758 -2.845 2.045 -0.4 0.0 -0.3
C 0.940 -2.994 0.558 0.8 0.2 0.0
C 2.157 -3.179 -0.019 -0.7 0.2 -0.1
N 1.976 -3.327 -1.391 0.2 -0.2 0.9
B 3.125 -3.594 -2.329 0.8 -0.3 -0.7
O 3.133 -4.794 -2.976 -1.2 0.3 0.1
C 4.288 -2.565 -2.480 -1.0 0.4 0.4
C 3.786 -1.105 -2.459 0.4 -0.4 -0.1
C 0.675 -3.231 -1.638 -0.5 -0.1 -0.3
C 0.066 -3.374 -2.987 -0.1 -0.6 -0.3
C -1.054 -4.428 -3.080 0.0 0.0 0.6
C -0.835 -5.676 -2.234 -0.5 -0.6 -0.4
C -2.074 -6.585 -2.294 -0.1 -0.1 0.3
S -1.732 -8.011 -3.352 0.2 0.1 -0.2
C -3.329 -8.678 -3.442 -0.3 0.0 0.2
N -4.347 -8.519 -2.659 0.4 -0.1 -0.5
N -5.379 -9.276 -3.231 0.6 -0.2 -0.6
C -4.871 -9.825 -4.286 -0.6 0.4 0.9
O -3.573 -9.497 -4.498 -0.3 0.1 0.2
N 0.018 -3.002 -0.487 0.7 -0.2 0.6
C -1.412 -2.786 -0.354 -0.9 0.6 -0.9
N -1.894 -1.764 -1.301 0.3 0.0 0.3
H -5.743 -2.915 4.298 -0.1 -0.2 0.1
H -4.687 -3.226 2.947 0.1 -0.1 0.0
H -6.409 -3.233 2.690 -0.2 -0.1 0.0
H -5.740 -0.653 3.838 0.1 0.0 0.2
H -4.549 -1.010 2.593 0.1 0.3 0.1
H -7.217 -1.617 1.639 -0.5 0.1 0.1
H -7.119 0.104 2.151 -0.3 0.0 0.1
H -6.498 -0.321 -0.281 -0.2 0.0 0.0
H -5.229 -1.339 0.316 0.3 -0.1 -0.2
H -5.248 1.329 1.579 0.1 0.0 0.2
H -3.879 0.573 0.835 0.1 -0.2 0.0
H -5.501 2.728 -0.188 -0.3 0.1 0.0
H -5.677 1.359 -1.274 -0.2 0.0 -0.1
H -3.112 1.249 -1.341 0.1 -0.2 0.0
H -3.878 2.625 -2.082 0.0 0.0 -0.1
H -3.553 3.492 0.524 0.0 0.4 0.1
H -2.526 3.967 -0.821 0.1 0.1 -0.2
H -2.075 2.075 1.423 0.0 -0.5 0.0
H -1.309 1.627 -0.128 0.0 -0.3 0.0
H 0.208 3.390 0.046 0.0 0.2 -0.2
H -0.957 4.447 0.829 0.0 0.1 0.1
H 0.556 3.974 2.588 0.4 0.1 -0.1
H -0.721 2.834 2.833 0.0 -0.1 0.3
H 1.996 2.215 2.564 0.3 0.0 -0.2
H 1.327 1.627 1.033 0.1 0.2 -0.2
H 1.370 0.182 3.364 0.2 0.0 0.0
H -0.164 0.969 3.563 -0.1 0.0 0.2
H -1.082 -0.068 1.676 -0.1 0.2 -0.4
H 0.474 -0.429 0.947 0.1 -0.1 -0.1
H 0.078 -1.639 3.620 0.0 0.0 0.2
H -1.218 -2.108 2.602 -0.2 -0.1 -0.2
H 1.756 -2.618 2.406 0.2 0.0 0.1
H 0.501 -3.821 2.454 -0.1 -0.1 0.1
H 3.115 -3.239 0.458 0.2 0.0 0.0
H 3.035 -4.747 -3.932 0.6 -0.3 -0.1
H 4.855 -2.806 -3.372 0.2 0.0 -0.1
H 4.944 -2.717 -1.618 0.2 -0.1 0.0
H 3.264 -0.862 -3.380 -0.1 0.1 -0.1
H 4.620 -0.424 -2.349 0.1 0.2 0.0
H 3.110 -0.950 -1.624 -0.1 0.1 0.1
H 0.844 -3.699 -3.668 0.3 0.2 0.0
H -0.313 -2.424 -3.343 0.0 0.2 -0.1
H -1.172 -4.744 -4.112 0.0 0.1 -0.2
H -1.992 -3.968 -2.785 -0.2 0.1 0.0
H 0.009 -6.262 -2.594 0.4 0.2 0.1
H -0.671 -5.463 -1.184 0.3 0.2 0.2
H -2.948 -6.059 -2.668 -0.1 0.0 -0.1
H -2.327 -6.953 -1.307 -0.1 -0.1 0.1
H -5.389 -10.478 -4.959 0.1 -0.1 -0.2
H -1.951 -3.707 -0.555 0.2 -0.3 0.0
H -1.660 -2.476 0.648 0.3 -0.1 0.4
H -1.114 -1.316 -1.765 0.0 0.0 0.0
H -2.324 -1.015 -0.772 -0.2 0.1 0.0
C 6.451 6.587 4.449 0.0 0.0 0.0
C 5.172 6.051 4.559 0.0 0.0 0.0
C 4.421 5.809 3.422 0.0 0.0 0.1
C 4.940 6.113 2.169 0.1 0.0 -0.1
C 6.216 6.670 2.061 -0.1 0.0 -0.1
C 6.972 6.896 3.204 0.0 0.0 0.1
C 6.779 7.044 0.733 0.2 0.1 0.0
O 7.889 7.521 0.637 0.0 0.0 0.0
C 5.933 6.821 -0.475 -0.1 0.0 0.1
C 6.413 7.212 -1.718 0.0 0.0 -0.1
C 5.647 7.003 -2.852 0.0 0.0 0.0
C 4.400 6.395 -2.750 0.0 0.0 0.0
C 3.915 6.008 -1.512 0.0 0.0 -0.1
C 4.675 6.226 -0.370 0.1 0.0 0.1
C 4.123 5.830 0.956 -0.2 -0.1 0.0
O 3.036 5.296 1.046 0.0 -0.1 0.0
H 7.040 6.768 5.338 0.0 0.0 0.0
H 4.764 5.821 5.534 0.0 0.0 0.0
H 3.428 5.389 3.500 0.0 0.0 -0.1
H 7.963 7.318 3.113 0.0 0.0 -0.1
H 7.384 7.682 -1.792 0.0 0.0 0.1
H 6.020 7.314 -3.819 0.0 0.0 0.0
H 3.805 6.229 -3.638 0.0 0.0 0.0
H 2.944 5.540 -1.426 0.0 0.0 0.1
```
Positions in Å, forces in eV/Å.

Calculated values
Charge   +1
Strongest force on any atom   1.72 eV/A
HOMO-LUMO gap   8.46 eV
Spin multiplicity   1

=====

Copy entry 5 word for word.
The following is a DFT calculation (ωB97M-V/def2-TZVPD) of a cluster of 2 separate species, C3H4O2 in total.

Geometry as XYZ:
```
9
Properties=species:S:1:pos:R:3:forces:R:3
O 1.154 1.709 0.005 -0.3 0.0 0.1
C 0.196 1.072 0.582 0.4 0.2 -0.1
C 1.478 0.335 0.381 0.2 -0.3 0.0
O -0.786 -1.495 -0.815 -0.3 0.3 0.1
C -1.651 -0.752 -0.421 0.1 -0.1 -0.1
H 2.196 0.256 1.191 -0.1 0.0 -0.1
H 1.568 -0.343 -0.462 0.0 0.1 0.1
H -2.052 0.069 -1.045 0.1 -0.1 0.0
H -2.103 -0.850 0.584 0.1 0.0 -0.1
```
Positions in Å, forces in eV/Å.

Calculated values
Strongest force on any atom   0.45 eV/A
HOMO-LUMO gap   10.36 eV
Relative energy (zero: lowest compared OMol25 entry of this formula, charge and spin)   431.09 kJ/mol
Spin multiplicity   1